P | Here is a 2-piece molecular cluster, C5H8N3 overall from the OMol25 dataset. Energies are from the ωB97M-V functional and the def2-TZVPD basis.

Calculated values
**Gap between HOMO and LUMO**: 4.56 eV
**Multiplicity**: 1
**Total charge**: +1

Element x y z (Å)
C  2.865  -0.163  1.454
C  2.229  -1.220  -0.262
C  -3.247  -1.101  -2.300
C  -2.250  -1.043  -1.543
C  0.967  1.474  1.552
N  3.199  -1.156  0.653
N  1.716  0.365  1.035
N  1.311  -0.306  -0.058
H  3.433  0.168  2.296
H  2.201  -1.925  -1.066
H  -4.280  -1.247  -1.985
H  -3.205  -1.015  -3.390
H  -1.332  -0.981  -1.005
H  -0.077  1.357  1.266
H  1.049  1.505  2.637
H  1.341  2.413  1.138

Löwdin population analysis, charges in e, atoms 1 to 2: number 1, C, carries -0.13; number 2, C, carries -0.23

***

Q | Here is an isolated ion of composition C5H8N3 and charge +1 from the OMol25 dataset. Energies are from the ωB97M-V functional and the def2-TZVPD basis.

Calculated values
**Gap between HOMO and LUMO**: 9.81 eV
**Multiplicity**: 1
**Total charge**: +1
**SMILES string**: Cn1ncccc1=[NH2+]

Element x y z (Å)
C  -2.276  0.805  0.049
C  -1.072  1.392  -0.161
C  -2.299  -0.611  0.027
C  0.094  0.586  -0.114
C  1.053  -1.497  -0.053
N  -1.202  -1.314  0.134
N  -0.059  -0.678  0.111
N  1.432  1.085  -0.267
H  -3.232  1.399  0.051
H  -1.060  2.435  -0.334
H  -3.192  -1.239  0.078
H  1.833  -1.151  0.636
H  0.810  -2.577  0.029
H  1.545  -1.447  -1.017
H  1.271  2.098  -0.443
H  2.247  0.872  0.278

Löwdin population analysis, charges in e, atoms 1 to 2: number 1, C, carries 0.02; number 2, C, carries 0.05

***

Which of them is the most stable, and which is the least stable? Q and P, in that order.

***

P | Here is an isolated ion of composition C3H4NS and charge +1 from the OMol25 dataset. Energies are from the ωB97M-V functional and the def2-TZVPD basis.

Calculated values
**Gap between HOMO and LUMO (alpha / beta)**: 8.01 / 7.62 eV
**Multiplicity**: 1
**Total charge**: +1

Element x y z (Å)
C  -0.568  0.885  -0.779
C  -0.280  -0.196  -1.492
C  0.667  -0.579  0.537
N  -0.470  0.331  0.514
S  0.348  -1.679  -0.948
H  -0.917  1.992  -1.063
H  1.568  0.084  0.540
H  0.820  -1.249  1.478
H  -1.167  0.411  1.213

Löwdin population analysis, charges in e, atoms 1 to 2: number 1, C, carries -0.11; number 2, C, carries -0.23

***

Q | Here is an isolated ion of composition C3H4NS and charge +1 from the OMol25 dataset. Energies are from the ωB97M-V functional and the def2-TZVPD basis.

Calculated values
**Gap between HOMO and LUMO (alpha / beta)**: 7.32 / 7.60 eV
**Multiplicity**: 1
**Total charge**: +1

Element x y z (Å)
C  -0.859  0.282  0.966
C  0.367  0.734  1.318
C  0.736  -0.441  -0.645
N  -0.586  -0.100  -0.243
S  1.763  0.192  0.803
H  -1.965  0.360  1.296
H  0.861  -1.443  -1.129
H  0.977  0.471  -1.397
H  -1.296  -0.055  -0.968

Löwdin population analysis, charges in e, atoms 1 to 2: number 1, C, carries -0.11; number 2, C, carries -0.37

***

Which of them is the most stable, and which is the least stable? Q and P, in that order.

***

P | Here is a 4-piece molecular cluster, C18H23NO8 overall from the OMol25 dataset. Energies are from the ωB97M-V functional and the def2-TZVPD basis.

Calculated values
**Gap between HOMO and LUMO**: 7.86 eV
**Multiplicity**: 1
**SMILES string**: O=[N+]([O-])c1ccccc1.O=C1CCCO1.O=C1CCCO1.O=C1CCCO1

Element x y z (Å)
C  -23.040  23.101  -21.317
C  -24.018  22.627  -22.143
C  -25.267  22.300  -21.551
C  -25.560  22.596  -20.228
C  -24.511  23.088  -19.422
C  -23.235  23.419  -19.931
N  -26.816  22.251  -19.593
O  -27.743  22.022  -20.365
O  -27.001  22.294  -18.314
H  -22.071  23.425  -21.667
H  -23.897  22.445  -23.200
H  -26.175  22.040  -22.074
H  -24.653  23.172  -18.355
H  -22.391  23.763  -19.350
O  -23.064  23.859  -17.532
C  -21.964  23.304  -17.576
O  -21.171  23.405  -18.602
C  -19.916  22.904  -18.276
C  -20.261  21.717  -17.410
C  -21.516  22.090  -16.681
H  -19.320  23.550  -17.631
H  -19.370  22.676  -19.192
H  -19.483  21.596  -16.657
H  -20.369  20.739  -17.880
H  -21.428  22.476  -15.666
H  -22.386  21.449  -16.823
O  -22.140  21.231  -19.272
C  -23.223  20.747  -19.675
O  -24.411  20.645  -18.836
C  -25.396  19.941  -19.463
C  -25.007  19.882  -20.988
C  -23.454  20.043  -21.026
H  -26.395  20.352  -19.318
H  -25.361  18.956  -18.998
H  -25.459  20.634  -21.635
H  -25.194  18.842  -21.254
H  -23.027  20.384  -21.969
H  -23.063  19.058  -20.771
O  -25.606  23.137  -23.657
C  -26.770  23.337  -23.335
O  -27.226  23.331  -22.060
C  -28.508  24.098  -21.990
C  -28.771  24.598  -23.396
C  -27.707  23.990  -24.251
H  -28.466  25.001  -21.381
H  -29.269  23.354  -21.753
H  -28.822  25.687  -23.405
H  -29.665  24.290  -23.938
H  -27.332  24.759  -24.927
H  -28.203  23.316  -24.950

Löwdin population analysis, charges in e, atoms 1 to 2: number 1, C, carries -0.03; number 2, C, carries -0.07

***

Q | Here is a 3-piece molecular cluster, C18H23NO8 overall from the OMol25 dataset. Energies are from the ωB97M-V functional and the def2-TZVPD basis.

Calculated values
**Gap between HOMO and LUMO**: 9.02 eV
**Multiplicity**: 1
**SMILES string**: C=CN1C(=O)c2ccccc2C1=O.CCOC(=O)OC.CCOC(=O)OC

Element x y z (Å)
C  3.098  -1.340  -0.062
C  2.156  -0.478  0.316
N  1.826  0.666  -0.492
C  1.473  0.117  -1.799
O  2.121  0.146  -2.785
C  0.064  -0.379  -1.629
C  -0.618  -1.366  -2.316
C  -1.932  -1.601  -1.942
C  -2.520  -0.849  -0.932
C  -1.829  0.143  -0.240
C  -0.508  0.363  -0.602
C  0.585  1.311  -0.097
O  0.539  2.370  0.434
H  3.028  -2.358  0.287
H  3.904  -1.071  -0.727
H  1.603  -0.622  1.237
H  -0.124  -1.928  -3.094
H  -2.500  -2.372  -2.438
H  -3.552  -1.037  -0.674
H  -2.286  0.731  0.541
C  -0.367  -5.167  4.711
C  1.126  -5.296  4.501
O  1.692  -4.086  3.976
C  1.908  -3.123  4.872
O  1.694  -3.189  6.054
O  2.402  -2.065  4.227
C  2.627  -0.922  5.056
H  -0.854  -4.840  3.791
H  -0.792  -6.123  5.014
H  -0.590  -4.430  5.483
H  1.337  -6.063  3.758
H  1.636  -5.579  5.421
H  3.234  -1.180  5.921
H  1.678  -0.495  5.376
H  3.160  -0.198  4.446
C  -0.487  4.122  -5.780
C  -1.866  4.649  -5.444
O  -2.466  3.908  -4.373
C  -2.049  4.238  -3.150
O  -1.253  5.098  -2.880
O  -2.668  3.445  -2.276
C  -2.267  3.644  -0.916
H  -0.528  3.051  -5.980
H  -0.090  4.631  -6.659
H  0.202  4.277  -4.951
H  -2.534  4.525  -6.295
H  -1.839  5.710  -5.197
H  -2.383  4.686  -0.628
H  -1.259  3.270  -0.772
H  -2.933  3.052  -0.291

Löwdin population analysis, charges in e, atoms 1 to 2: number 1, C, carries 0.04; number 2, C, carries -0.15

***

Which of them is the most stable, and which is the least stable? Q and P, in that order.

***

P | Here is C4H7N2O as an isolated structure from the OMol25 dataset. Energies are from the ωB97M-V functional and the def2-TZVPD basis.

Calculated values
**Gap between HOMO and LUMO**: 9.13 eV
**Multiplicity**: 1
**Total charge**: +1

Element x y z (Å)
C  -1.564  -0.894  -0.647
C  -0.512  -0.810  -1.527
C  -1.227  -0.290  0.577
C  0.760  0.914  1.533
N  0.495  -0.065  -1.110
N  -0.014  0.137  0.655
O  1.782  -0.197  -1.344
H  -2.508  -1.348  -0.862
H  -0.471  -1.251  -2.513
H  -1.927  -0.189  1.396
H  1.682  1.216  1.036
H  0.239  1.808  1.880
H  1.052  0.296  2.390
H  2.215  0.672  -1.462

Löwdin population analysis, charges in e, atoms 1 to 2: number 1, C, carries 0.00; number 2, C, carries -0.03

***

Q | Here is an isolated ion of composition C4H7N2O and charge +1 from the OMol25 dataset. Energies are from the ωB97M-V functional and the def2-TZVPD basis.

Calculated values
**Gap between HOMO and LUMO**: 7.89 eV
**Multiplicity**: 1
**Total charge**: +1

Element x y z (Å)
C  0.863  0.746  -0.114
C  1.001  -0.516  0.051
C  -0.398  1.666  0.014
C  1.285  -1.874  0.028
N  -1.595  0.863  0.025
N  -1.572  -0.392  0.069
O  -2.537  -1.064  0.100
H  1.733  1.264  -0.029
H  -0.426  2.147  1.091
H  -0.266  2.353  -0.846
H  1.030  -2.325  0.921
H  2.373  -1.972  -0.417
H  0.866  -2.383  -0.734
H  -2.357  1.486  -0.159

Löwdin population analysis, charges in e, atoms 1 to 2: number 1, C, carries 0.00; number 2, C, carries 0.12

***

R | Here is a 2-piece molecular cluster, C4H7N2O overall from the OMol25 dataset. Energies are from the ωB97M-V functional and the def2-TZVPD basis.

Calculated values
**Gap between HOMO and LUMO (alpha / beta)**: 7.34 / 7.34 eV
**Multiplicity**: 1
**Total charge**: +1

Element x y z (Å)
C  -0.987  0.528  0.044
C  0.151  1.077  0.302
C  -2.966  -0.920  0.283
C  2.859  0.043  0.490
N  -1.999  -0.087  -0.189
N  1.605  -0.420  -0.021
O  1.220  -1.564  -0.132
H  0.615  1.938  0.088
H  -2.372  -1.856  0.303
H  -3.932  -1.062  -0.364
H  -3.132  -0.758  1.347
H  2.779  0.594  1.479
H  3.401  0.832  -0.037
H  3.621  -0.721  0.272

Löwdin population analysis, charges in e, atoms 1 to 2: number 1, C, carries -0.10; number 2, C, carries 0.19

***

S | Here is an isolated ion of composition C4H7N2O and charge +1 from the OMol25 dataset. Energies are from the ωB97M-V functional and the def2-TZVPD basis.

Calculated values
**Gap between HOMO and LUMO**: 11.48 eV
**Multiplicity**: 1
**Total charge**: +1
**SMILES string**: C1=[NH+][C@@H]2O[C@@H]2CN1

Element x y z (Å)
C  -1.049  1.025  -0.125
C  -0.404  -1.378  -0.156
C  0.954  -0.776  0.335
C  1.234  0.677  0.462
N  -1.366  -0.246  -0.126
N  0.110  1.560  0.025
O  1.811  -0.081  -0.625
H  -1.824  1.662  -0.366
H  -0.303  -1.779  -1.202
H  -0.699  -2.260  0.441
H  1.508  -1.352  0.966
H  1.927  0.973  1.122
H  -2.241  -0.558  -0.530
H  0.340  2.533  -0.222

Löwdin population analysis, charges in e, atoms 1 to 2: number 1, C, carries -0.08; number 2, C, carries -0.03

***

Which of them is the most stable, and which is the least stable? S and R, in that order.